{
  "formula": "C55H55BrN4O2SSbSiTi",
  "method": "ωB97M-V with the def2-TZVPD basis set",
  "total_energy_ev": -186395.45498,
  "homo_lumo_gap_ev": 6.06,
  "total_charge": -1,
  "e_above_lowest_kj_mol": 0.0,
  "homo_ev": -4.04,
  "max_force_ev_per_a": 1.45,
  "multiplicity": 1,
  "elements": ["Ti", "Br", "C", "C", "C", "C", "C", "C", "N", "N", "C", "C", "C", "C", "O", "C", "N", "C", "C", "C", "C", "H", "H", "H", "H", "H", "H", "H", "H", "H", "C", "Si", "C", "N", "C", "C", "C", "C", "C", "C", "C", "C", "C", "C", "C", "C", "C", "C", "C", "C", "C", "H", "H", "H", "H", "H", "H", "H", "H", "H", "H", "H", "H", "H", "H", "H", "H", "H", "H", "H", "H", "H", "H", "H", "H", "C", "C", "C", "O", "H", "H", "H", "H", "H", "H", "H", "S", "Sb", "C", "C", "C", "C", "C", "C", "C", "C", "C", "C", "C", "C", "C", "C", "C", "C", "C", "C", "H", "H", "H", "H", "H", "H", "H", "H", "H", "H", "H", "H", "H", "H", "H"],
  "coordinates": [[-0.09063, 0.10671, -0.50749], [-3.39499, 2.23946, 5.56924], [-2.87209, 0.41657, 5.54726], [-3.79137, -0.55868, 5.89127], [-3.39634, -1.88701, 5.87313], [-2.11111, -2.23718, 5.47960], [-1.18942, -1.24190, 5.16280], [-1.57198, 0.08865, 5.19531], [-1.81391, -3.64010, 5.54075], [-1.09216, -4.19470, 4.70239], [-0.61871, -3.48667, 3.56002], [0.72595, -3.56804, 3.28976], [1.33387, -2.80688, 2.28366], [0.57406, -1.94602, 1.50204], [1.04981, -1.17668, 0.58010], [-0.84974, -1.94077, 1.70955], [-1.54492, -1.16684, 0.83594], [-2.85187, -1.16066, 0.90819], [-3.56232, -1.95049, 1.83095], [-2.87687, -2.72652, 2.72099], [-1.46372, -2.72167, 2.70256], [-4.79739, -0.28439, 6.17692], [-4.08691, -2.67193, 6.15459], [-0.17633, -1.48336, 4.86887], [-0.86059, 0.85641, 4.92445], [1.33182, -4.20610, 3.92275], [2.40192, -2.85765, 2.11682], [-3.37644, -0.51867, 0.21639], [-4.64371, -1.93450, 1.81275], [-3.40430, -3.35357, 3.42808], [-1.87562, 0.76780, -1.61143], [-2.36371, -0.38151, -2.93739], [-0.85299, -1.47191, -3.28208], [-0.15172, -1.91203, -2.05039], [-0.76461, -3.12922, -1.46417], [-0.14626, -4.45780, -1.93577], [0.43419, -4.38592, -3.34242], [1.46760, -3.24914, -3.43374], [1.27079, -2.20352, -2.32969], [-3.90789, -1.39848, -2.52440], [-4.07074, -2.73475, -2.89407], [-5.23010, -3.43859, -2.59334], [-6.26609, -2.81045, -1.91751], [-6.13903, -1.47528, -1.55875], [-4.97482, -0.78322, -1.86325], [-2.75057, 0.43954, -4.60264], [-1.77589, 1.24607, -5.20015], [-2.01864, 1.92623, -6.38400], [-3.25772, 1.81735, -7.00218], [-4.24138, 1.02635, -6.42808], [-3.98671, 0.34632, -5.24267], [-2.68541, 1.02421, -0.92775], [-1.50667, 1.70447, -2.03688], [-0.16603, -0.81222, -3.82377], [-1.06829, -2.30331, -3.96386], [-1.83309, -3.09568, -1.67117], [-0.65639, -3.08672, -0.38501], [-0.90224, -5.24333, -1.86428], [0.65249, -4.73932, -1.24327], [-0.36965, -4.22857, -4.06536], [0.89205, -5.34174, -3.60573], [1.41719, -2.77405, -4.41579], [2.48070, -3.64780, -3.33729], [1.76617, -1.26822, -2.58161], [1.71029, -2.54136, -1.38968], [-3.27900, -3.24412, -3.43402], [-5.32274, -4.47764, -2.88545], [-7.16935, -3.35659, -1.67494], [-6.94653, -0.97315, -1.03957], [-4.89072, 0.25974, -1.57352], [-0.80720, 1.35907, -4.72330], [-1.24437, 2.54611, -6.81971], [-3.45532, 2.34984, -7.92451], [-5.21146, 0.93821, -6.90280], [-4.76904, -0.26929, -4.81225], [1.00043, 3.11878, -2.36124], [1.81971, 1.83877, -2.31157], [2.24947, 1.36731, -3.69289], [1.10837, 0.81908, -1.66216], [1.62519, 3.96207, -2.66529], [0.58909, 3.32864, -1.37284], [0.17433, 3.02406, -3.07221], [2.72767, 2.03158, -1.72064], [1.37865, 1.04549, -4.26986], [2.94713, 0.53129, -3.62141], [2.73997, 2.17706, -4.23818], [-0.30753, 1.65039, 1.05560], [2.66851, 1.86527, 1.28191], [4.89972, 1.53376, 1.22789], [5.99635, 2.10520, 0.57763], [7.17886, 1.40888, 0.33704], [7.32215, 0.09388, 0.74574], [6.25844, -0.51434, 1.40160], [5.08408, 0.18988, 1.61255], [2.56950, 4.00259, 0.94024], [3.58446, 4.70868, 0.29809], [3.44135, 6.05301, -0.02392], [2.27141, 6.72539, 0.29429], [1.24862, 6.03923, 0.93434], [1.39542, 4.69458, 1.24667], [2.61816, 2.02611, 3.44809], [3.69437, 1.72137, 4.27945], [3.58403, 1.81865, 5.66104], [2.39799, 2.24144, 6.24278], [1.32211, 2.56396, 5.42859], [1.42890, 2.44509, 4.04832], [5.98349, 3.14043, 0.25732], [7.99363, 1.91008, -0.17379], [8.23866, -0.45007, 0.55231], [6.33454, -1.54534, 1.72856], [4.26361, -0.34911, 2.08525], [4.50548, 4.20901, 0.03681], [4.24884, 6.57266, -0.52698], [2.15485, 7.77240, 0.04156], [0.32515, 6.54880, 1.18305], [0.56891, 4.17110, 1.70984], [4.64309, 1.42294, 3.85263], [4.43651, 1.57291, 6.28381], [2.31447, 2.32455, 7.31975], [0.39278, 2.90878, 5.86740], [0.56596, 2.67056, 3.43286]],
  "forces_ev_per_angstrom": [[-0.148, 1.111, 0.920], [0.013, -0.018, -0.003], [-0.009, 0.010, -0.022], [-0.009, 0.019, 0.005], [0.047, 0.041, -0.008], [-0.126, 0.106, 0.186], [0.023, 0.169, 0.145], [0.041, -0.010, -0.011], [-0.119, 0.079, 0.230], [0.187, -0.173, -0.191], [-0.023, -0.086, -0.223], [-0.043, -0.014, -0.042], [0.028, 0.058, 0.037], [0.008, 0.116, 0.064], [0.004, -0.266, -0.387], [-0.042, -0.039, 0.036], [-0.054, -0.136, -0.178], [0.035, 0.028, 0.049], [0.002, 0.011, 0.018], [-0.016, -0.022, -0.034], [0.123, -0.107, -0.167], [-0.001, 0.001, 0.001], [0.004, -0.011, 0.007], [-0.046, 0.017, 0.062], [-0.001, 0.014, -0.003], [-0.007, -0.003, 0.005], [-0.002, 0.002, 0.006], [0.008, -0.024, -0.006], [-0.001, -0.009, 0.011], [-0.012, 0.009, -0.025], [-0.064, -0.358, 0.022], [0.026, 0.000, -0.080], [-0.028, -0.047, -0.007], [0.058, -0.071, -0.113], [-0.014, 0.047, -0.008], [-0.017, -0.015, 0.004], [0.001, -0.001, -0.010], [0.013, 0.006, 0.000], [-0.019, -0.024, 0.036], [0.021, -0.019, 0.024], [-0.023, 0.012, -0.054], [0.010, 0.006, 0.001], [-0.001, 0.003, 0.005], [-0.008, 0.000, -0.003], [-0.005, -0.006, 0.019], [0.027, 0.035, 0.024], [-0.017, 0.017, -0.002], [0.001, -0.003, 0.011], [0.000, -0.004, -0.002], [0.009, -0.009, -0.010], [-0.001, -0.051, -0.035], [0.033, 0.064, 0.013], [0.014, 0.033, 0.041], [-0.008, 0.030, 0.018], [0.036, 0.002, -0.015], [-0.003, -0.009, -0.012], [0.001, -0.003, 0.015], [0.003, -0.002, 0.001], [0.009, 0.001, -0.004], [-0.004, 0.005, 0.002], [0.001, -0.001, 0.003], [-0.006, -0.001, -0.002], [0.001, -0.006, 0.000], [-0.010, 0.001, -0.024], [0.001, 0.000, -0.003], [0.015, 0.000, 0.013], [-0.003, 0.000, 0.002], [0.000, -0.001, -0.002], [-0.001, -0.001, 0.000], [0.004, -0.003, -0.004], [0.001, 0.002, 0.016], [-0.002, 0.001, -0.005], [0.001, -0.001, 0.000], [0.002, 0.001, -0.001], [0.002, 0.007, 0.018], [0.013, 0.027, -0.004], [0.024, -0.005, 0.227], [0.038, 0.036, -0.036], [-0.111, -0.320, -0.269], [-0.001, -0.005, -0.014], [-0.005, -0.002, 0.001], [-0.010, -0.020, 0.014], [-0.003, 0.038, -0.013], [-0.002, 0.004, 0.005], [-0.026, -0.021, 0.003], [0.012, -0.006, 0.009], [-0.284, -0.153, -0.261], [0.768, 0.018, -0.074], [0.107, -0.611, -0.100], [-0.026, 0.321, 0.131], [0.031, -0.027, 0.063], [-0.053, 0.013, 0.025], [0.071, 0.035, -0.020], [-0.053, 0.071, 0.023], [-0.147, 0.084, -0.006], [0.019, -0.070, -0.001], [0.015, 0.023, 0.003], [-0.001, -0.007, -0.001], [0.023, -0.001, 0.003], [0.016, -0.025, 0.017], [-0.156, 0.090, 0.026], [0.036, 0.048, -0.061], [0.002, 0.013, 0.026], [0.009, 0.000, 0.001], [0.005, -0.011, -0.002], [-0.022, -0.026, 0.016], [-0.076, -0.056, -0.024], [-0.005, -0.003, -0.001], [0.001, 0.004, 0.004], [0.004, 0.009, 0.003], [-0.033, 0.043, -0.021], [-0.047, 0.031, -0.042], [-0.001, 0.002, 0.002], [0.003, 0.000, 0.000], [-0.001, -0.007, 0.000], [-0.012, 0.003, -0.008], [-0.003, -0.031, -0.013], [0.000, -0.001, -0.002], [0.001, -0.001, -0.003], [-0.024, -0.007, 0.003], [-0.013, -0.012, -0.005]]
}

{
  "formula": "C4H6BiMgO4",
  "method": "ωB97M-V with the def2-TZVPD basis set",
  "total_energy_ev": -23709.22419,
  "homo_lumo_gap_ev": 7.40,
  "total_charge": 1,
  "e_above_lowest_kj_mol": 214.0,
  "homo_ev": -12.82,
  "max_force_ev_per_a": 7.98,
  "multiplicity": 1,
  "elements": ["O", "Mg", "O", "C", "C", "O", "C", "C", "O", "Bi", "H", "H", "H", "H", "H", "H"],
  "coordinates": [[-3.32584, 3.86459, -1.43561], [-1.98281, 2.58181, -1.53061], [-1.76042, -0.39423, -1.04462], [-1.35031, 0.79553, -0.54674], [-0.29947, 0.81780, 0.31684], [0.23833, -0.41339, 0.74258], [1.64146, -0.65243, 0.56777], [1.83074, -2.16864, 0.62645], [0.94543, -2.82565, -0.22296], [-0.69562, -1.89152, -0.42049], [-4.09446, 3.85167, -0.84058], [0.11487, 1.69709, 0.81265], [2.21366, -0.12867, 1.34814], [1.94084, -0.26564, -0.42133], [1.69540, -2.49116, 1.68074], [2.88819, -2.37718, 0.36777]],
  "forces_ev_per_angstrom": [[0.441, -0.749, 0.201], [-1.483, 0.714, 0.646], [-1.173, 3.444, -1.408], [1.533, 1.819, -0.011], [-1.173, 1.441, -0.590], [-0.058, 0.272, 0.874], [1.775, -0.060, -0.198], [1.965, 0.423, 1.188], [4.655, -1.344, 0.068], [-5.905, -5.355, 0.237], [0.598, 0.044, -0.497], [-0.149, -0.451, -0.099], [-0.318, -0.226, -0.202], [-0.136, -0.009, 0.258], [-0.057, -0.028, -0.513], [-0.517, 0.065, 0.046]]
}

{
  "formula": "C3H2N2O2",
  "method": "ωB97M-V with the def2-TZVPD basis set",
  "total_energy_ev": -10214.35287,
  "smiles": "O=CC(=O)N1C=N1",
  "homo_lumo_gap_ev": 9.93,
  "total_charge": 0,
  "e_above_lowest_kj_mol": 370.1,
  "homo_ev": -10.07,
  "max_force_ev_per_a": 0.72,
  "multiplicity": 1,
  "elements": ["O", "C", "C", "O", "N", "C", "N", "H", "H"],
  "coordinates": [[-2.26243, 0.51474, -1.00363], [-1.72481, 0.24644, 0.04069], [-0.39447, -0.52090, 0.07376], [-0.33106, -1.69243, -0.18443], [0.68057, 0.27033, 0.57292], [1.86220, 0.33027, -0.17835], [2.06032, -0.61899, 0.58615], [-2.17138, 0.49279, 1.02677], [2.28105, 0.97775, -0.93387]],
  "forces_ev_per_angstrom": [[0.342, -0.106, 0.620], [-0.221, 0.070, -0.435], [0.232, -0.512, -0.061], [-0.079, 0.571, 0.033], [-0.456, -0.051, 0.260], [0.165, -0.298, 0.186], [-0.122, 0.471, -0.353], [0.097, -0.011, -0.178], [0.042, -0.134, -0.072]]
}

{
  "formula": "C4H6N2",
  "method": "ωB97M-V with the def2-TZVPD basis set",
  "total_energy_ev": -7220.96575,
  "smiles": "Cc1c[nH]cn1",
  "homo_lumo_gap_ev": 7.10,
  "total_charge": 0,
  "e_above_lowest_kj_mol": 446.3,
  "homo_ev": -7.52,
  "max_force_ev_per_a": 2.15,
  "multiplicity": 1,
  "elements": ["C", "C", "C", "N", "C", "N", "H", "H", "H", "H", "H", "H"],
  "coordinates": [[0.58385, 1.77649, 0.54835], [0.18606, 0.36239, 0.27358], [0.58784, -0.35036, -0.95651], [-0.76288, -1.10376, -1.07066], [-0.97911, -1.36955, 0.18883], [-0.66003, -0.34800, 1.02919], [1.67323, 1.87241, 0.60040], [0.12699, 2.18867, 1.44938], [0.27512, 2.38031, -0.32089], [1.02370, -1.26210, -0.41291], [-0.86877, -1.75890, -1.82978], [-1.18600, -2.38759, 0.50104]],
  "forces_ev_per_angstrom": [[0.042, -0.222, 0.223], [0.221, 0.001, 0.023], [0.382, 0.732, -0.213], [0.375, -1.039, 0.522], [-1.346, 0.075, 0.052], [-0.052, -0.109, -0.387], [-0.106, -0.072, -0.027], [0.080, -0.190, -0.003], [0.070, -0.341, 0.212], [1.264, 1.328, -1.116], [0.049, -0.410, 0.308], [-0.980, 0.248, 0.406]]
}

{
  "formula": "C12H9ClMoN2O3S2",
  "method": "ωB97M-V with the def2-TZVPD basis set",
  "total_energy_ev": -57763.44972,
  "homo_lumo_gap_ev": [7.15, 7.20],
  "total_charge": 0,
  "homo_ev": [-8.92, -9.01],
  "max_force_ev_per_a": 1.07,
  "multiplicity": 1,
  "elements": ["Mo", "S", "C", "C", "C", "C", "N", "C", "C", "C", "S", "C", "N", "H", "H", "C", "C", "C", "O", "C", "O", "O", "H", "H", "H", "H", "H", "H", "H", "Cl"],
  "coordinates": [[-1.78075, -0.03317, -0.15781], [-1.34126, 1.07084, -2.08741], [0.11356, 2.01146, -1.74806], [0.88191, 2.54052, -2.77738], [2.02058, 3.27623, -2.48323], [2.81533, 3.79846, -3.56726], [3.44814, 4.21473, -4.43065], [2.38665, 3.49203, -1.14842], [1.61491, 2.96180, -0.12425], [0.48421, 2.21601, -0.42893], [-0.49324, 1.50343, 0.86243], [3.55577, 4.26092, -0.80317], [4.49362, 4.86162, -0.52234], [0.60067, 2.37646, -3.80926], [1.90605, 3.12734, 0.90481], [-1.98760, -4.06125, 1.07529], [-1.25750, -2.79500, 1.50487], [-0.63879, -2.91771, 2.88324], [-2.15868, -1.67349, 1.43904], [-0.19817, -2.47167, 0.46137], [0.85468, -3.01346, 0.36755], [-0.59535, -1.50169, -0.41871], [-2.73618, -4.32543, 1.82459], [-1.27935, -4.88469, 0.98545], [-2.48379, -3.91716, 0.11613], [-1.37174, -3.30036, 3.59581], [-0.27089, -1.95226, 3.23068], [0.20090, -3.60975, 2.84109], [-2.83316, -1.70878, 2.12783], [-3.95051, 0.45402, 0.28670]],
  "forces_ev_per_angstrom": [[0.350, -0.056, 0.023], [0.069, -0.153, -0.042], [-0.131, 0.107, -0.094], [-0.079, -0.018, 0.021], [0.095, 0.030, -0.238], [-0.014, 0.016, 0.203], [-0.046, -0.031, 0.000], [0.157, 0.145, 0.191], [-0.086, -0.047, -0.007], [0.037, 0.203, 0.144], [0.058, -0.224, 0.007], [-0.041, -0.105, -0.193], [-0.051, 0.000, 0.032], [-0.005, 0.003, 0.012], [-0.020, -0.005, -0.006], [0.008, -0.047, 0.046], [-0.050, -0.088, -0.022], [0.050, 0.025, 0.043], [-0.107, 0.045, 0.251], [-0.222, 0.778, -0.697], [0.096, -0.236, 0.122], [0.061, -0.501, 0.376], [-0.004, -0.010, -0.024], [-0.010, 0.014, 0.028], [0.021, 0.019, -0.015], [-0.001, 0.026, -0.002], [0.012, 0.005, -0.032], [-0.031, -0.015, -0.001], [0.007, 0.060, -0.089], [-0.122, 0.058, -0.037]]
}